Record 1
Below is a molecular structure, C32H53Cl3N7O4PReSSi2 at a distorted geometry, with properties calculated with wB97M-V/def2-TZVPD.

The geometry in XYZ format:
```
104
C32H53Cl3N7O4PReSSi2 wB97M-V/def2-TZVPD
Re -0.40792 0.15697 -1.70858
C -3.57999 2.52274 2.41053
N -2.70798 2.39496 1.23384
C -1.94569 3.40976 0.71113
C -1.28846 2.89106 -0.35430
N -1.65256 1.56484 -0.50083
C -2.51185 1.29428 0.48217
P -3.39492 -0.26105 0.78744
C -4.33837 -0.38284 -0.75679
N -3.81808 -0.74631 -1.90958
C -4.86584 -0.79037 -2.79297
C -6.02548 -0.44261 -2.15446
N -5.68376 -0.18875 -0.85452
C -6.61028 0.20059 0.21434
C -2.06325 -1.44298 0.40200
N -0.99715 -1.38048 -0.39955
C -0.30827 -2.56795 -0.27073
C -0.97064 -3.36020 0.60429
N -2.06091 -2.64476 1.02363
C -3.06332 -3.13973 1.97969
H -3.21344 3.33985 3.02362
H -3.55527 1.60544 2.99068
H -4.60338 2.73819 2.11079
H -1.93844 4.40110 1.13489
H -0.56137 3.36253 -0.98927
H -4.73646 -1.07822 -3.82611
H -7.04468 -0.37701 -2.50282
H -7.47698 0.68235 -0.22703
H -6.12774 0.90020 0.89098
H -6.93923 -0.67058 0.77748
H 0.61018 -2.75001 -0.80502
H -0.75866 -4.35499 0.96237
H -2.75187 -4.12361 2.31616
H -4.03728 -3.22171 1.50390
H -3.12826 -2.47396 2.83617
O -0.80419 1.91040 -2.93052
C -2.13654 1.98861 -3.53111
C -2.08354 1.68007 -5.00391
C -1.14058 0.52377 -5.29715
C -1.55893 -0.79302 -4.73801
C -2.14738 -1.70276 -5.60682
C -2.42348 -2.99130 -5.20746
C -2.11891 -3.34239 -3.90577
C -1.58097 -2.38995 -3.07630
N -1.29362 -1.12093 -3.44728
H -0.10756 2.22214 -3.54305
H -2.54704 2.98012 -3.35125
H -2.74302 1.26636 -2.98535
H -1.72465 2.54730 -5.56436
H -3.10168 1.47747 -5.34413
H -0.14885 0.75402 -4.92419
H -1.03373 0.42138 -6.37512
H -2.34996 -1.38609 -6.62182
H -2.83805 -3.71138 -5.90193
H -2.29519 -4.34016 -3.52753
H -1.37048 -2.65809 -2.06696
C 4.09614 4.01627 1.19747
C 3.34911 2.99560 2.03239
C 1.87327 3.35112 2.13209
C 3.96864 2.84625 3.41196
O 3.51193 1.72748 1.33387
Si 2.79534 0.29618 1.34565
S 1.04283 0.71613 -0.03277
O 2.04935 0.05452 2.74893
C 1.35615 -0.99605 3.45529
C 1.81580 -0.92401 4.89844
C 1.68438 -2.35284 2.85256
C -0.13082 -0.68805 3.33992
O 3.68681 -0.90335 0.78382
C 5.10758 -1.21367 1.02579
C 5.97323 -0.21661 0.27421
C 5.37912 -1.13065 2.52238
C 5.31290 -2.62186 0.51566
H 4.02948 5.00261 1.65982
H 3.67442 4.06738 0.19129
H 5.14891 3.74177 1.11559
H 1.76488 4.33332 2.59565
H 1.33627 2.61623 2.73853
H 1.42112 3.38165 1.13642
H 3.87483 3.77943 3.97125
H 5.02938 2.60264 3.32612
H 3.46842 2.05222 3.97175
H 2.89185 -1.09641 4.96179
H 1.30753 -1.68348 5.49653
H 1.59669 0.05837 5.32073
H 2.75016 -2.56725 2.93859
H 1.42239 -2.38044 1.79312
H 1.13382 -3.13733 3.37813
H -0.35099 0.27626 3.80441
H -0.72109 -1.46114 3.84045
H -0.41315 -0.63346 2.28411
H 5.72393 0.80603 0.55913
H 5.84278 -0.31713 -0.80412
H 7.02322 -0.39712 0.51012
H 5.19773 -0.11761 2.89828
H 6.42009 -1.38440 2.72656
H 4.74705 -1.82817 3.07474
H 5.07295 -2.68761 -0.54794
H 4.67817 -3.32422 1.06117
H 6.35490 -2.91467 0.65356
Cl 1.64454 -1.49536 -4.56903
Si 1.68604 -0.08581 -3.06902
Cl 1.97405 1.75555 -4.06510
Cl 3.50376 -0.32060 -2.18385
```

Calculated values
Orbital gap (spin up / spin down): 6.21 / 6.35 eV
LUMO (spin up / spin down): -6.9 / -6.5 eV
Net charge: +2
<S²>: 0.77
Spin multiplicity: 2
Relative energy (zero: lowest compared OMol25 entry of this formula, charge and spin): 2.666 eV
Electronic energy: -4712.67274 Ha



Record 2
Below is a molecular structure, C32H53N5O3Pt at a distorted geometry, with properties calculated with wB97M-V/def2-TZVPD.

The geometry in XYZ format:
```
94
C32H53N5O3Pt wB97M-V/def2-TZVPD
Pt -0.32400 -0.24460 0.15324
C -2.24894 0.53029 0.84830
C -2.41164 -0.88480 0.52610
C -1.84344 -1.63947 1.64464
C -1.19726 -0.67402 2.44127
C -1.50213 0.67213 2.03189
C -1.19532 1.92983 2.81570
C -2.11039 1.97718 4.04911
C 0.26105 1.94175 3.29452
C -1.44983 3.16458 1.95330
C -1.70624 -3.14309 1.92210
C -0.86241 -3.33855 3.19135
C -3.06716 -3.79458 2.21253
C -0.97581 -3.91472 0.81417
C -3.47943 -1.26506 -0.50783
C -3.24696 -2.59282 -1.23372
C -4.83340 -1.33456 0.22079
C -3.60190 -0.16045 -1.57298
H -2.74050 1.32492 0.31184
H -0.58592 -0.90241 3.30163
H -1.91040 1.13880 4.71945
H -3.16441 1.93449 3.76316
H -1.94619 2.90077 4.61204
H 0.46053 1.10029 3.96482
H 0.46191 2.86058 3.85357
H 0.95040 1.88269 2.45482
H -2.50106 3.25544 1.66806
H -0.84694 3.13299 1.04110
H -1.17462 4.06713 2.50332
H -1.31311 -2.86612 4.06780
H 0.14948 -2.94577 3.06814
H -0.77883 -4.40725 3.39760
H -3.60252 -3.24984 2.99471
H -2.91532 -4.81859 2.56419
H -3.71378 -3.84772 1.34368
H -0.02380 -3.44936 0.56366
H -1.55624 -3.98609 -0.10412
H -0.77703 -4.93595 1.15345
H -3.41160 -3.45556 -0.59751
H -2.23617 -2.66818 -1.63135
H -3.94916 -2.67169 -2.06708
H -4.84092 -2.09861 0.99891
H -5.63363 -1.56706 -0.48870
H -5.06805 -0.37508 0.68825
H -2.63450 0.08612 -2.01513
H -4.03575 0.75389 -1.16496
H -4.26801 -0.50456 -2.36747
C 0.78109 3.40943 -3.72091
C 0.05022 3.42107 -2.39667
N 0.14706 2.10503 -1.79747
C 0.07651 0.93916 -2.47978
N -0.12623 -0.20102 -1.83852
C -0.11253 -1.45338 -2.60073
C 0.78418 -1.36218 -3.81286
C 0.33318 -0.19348 -4.65141
N 0.28007 1.00596 -3.83267
C 0.22920 2.27237 -4.55598
H 1.84664 3.24773 -3.54602
H 0.66008 4.35755 -4.24510
H -0.99641 3.71112 -2.54871
H 0.49107 4.13304 -1.70023
H 0.06189 2.00474 -0.79442
H -1.12895 -1.69735 -2.92929
H 0.22265 -2.23669 -1.92978
H 0.71923 -2.28134 -4.39637
H 1.82642 -1.23122 -3.50922
H -0.64289 -0.39983 -5.10688
H 1.03601 0.00317 -5.46289
H -0.79944 2.49168 -4.86863
H 0.81946 2.14312 -5.46369
C 3.81696 -0.25494 2.86456
C 4.34444 0.91327 2.03806
C 4.01167 0.87348 0.52431
C 4.58126 2.11398 -0.16800
C 4.24624 2.17339 -1.65460
C 4.66830 -0.35042 -0.06828
O 5.86120 -0.43189 -0.26980
N 3.82923 -1.39339 -0.34101
C 2.43894 -1.41727 -0.20120
O 1.87561 -2.46566 -0.46358
N 1.78621 -0.28013 0.18933
C 2.48510 0.87986 0.41126
O 1.92898 1.95302 0.60947
H 4.11988 -0.14543 3.90636
H 4.20532 -1.21330 2.51346
H 2.72558 -0.30664 2.84098
H 5.43109 0.98325 2.11730
H 3.92678 1.85257 2.40647
H 5.66113 2.10185 -0.02112
H 4.17416 2.98375 0.34626
H 4.64499 1.30655 -2.18819
H 4.67621 3.06296 -2.11797
H 3.16394 2.20456 -1.80735
H 4.23959 -2.24946 -0.68081
```

Calculated values
Orbital gap: 7.03 eV
LUMO: 0.4 eV
Spin multiplicity: 1
Relative energy (zero: lowest compared OMol25 entry of this formula, charge and spin): 0.332 eV
Electronic energy: -1870.07791 Ha



Record 3
Below is 3 unconnected molecules or ions with the total composition C32H53N7O5 at a distorted geometry, with properties calculated with wB97M-V/def2-TZVPD.

The geometry in XYZ format:
```
97
C32H53N7O5 wB97M-V/def2-TZVPD
H 3.25179 -1.05163 4.61301
N 2.56180 -0.69954 5.27936
C 1.71784 0.06746 4.69972
N 0.65704 0.61183 5.51155
N 1.75728 0.36194 3.32648
C 1.37455 1.74963 2.97008
C 2.50570 2.50640 2.20987
C 2.15119 2.85463 0.72211
C 2.88322 1.87334 -0.24581
C 2.41696 0.46804 0.13081
C 3.36724 -0.54192 0.45613
N 3.08875 -1.76576 0.83136
C 1.74057 -1.97154 0.89081
C 1.27605 -3.24039 1.31770
C -0.03662 -3.54456 1.42708
C -1.00696 -2.55669 1.08605
C -2.51491 -2.76879 1.19712
O -2.99981 -2.13284 2.38589
C -3.43983 -0.84925 2.19658
C -4.63396 -0.55208 1.56594
C -5.07511 0.74397 1.42193
C -4.32056 1.80227 1.88661
C -3.12121 1.52000 2.52121
C -2.70681 0.22048 2.67682
C -0.58304 -1.34134 0.66203
C 0.78286 -1.00646 0.55161
N 1.12549 0.25462 0.15832
H 0.03930 -0.17133 5.71890
H 1.11075 0.79861 6.40278
H 2.71562 0.18347 3.04947
H 1.07986 2.35146 3.83379
H 0.47708 1.67326 2.33701
H 3.45176 1.94506 2.19143
H 2.64574 3.46324 2.72863
H 2.43326 3.89645 0.53467
H 1.07134 2.73218 0.59127
H 2.46278 2.06828 -1.24094
H 3.96968 1.97694 -0.18939
H 4.42482 -0.26555 0.41066
H 1.99718 -4.01325 1.58286
H -0.34928 -4.52291 1.78522
H -2.94367 -2.32674 0.28480
H -2.78823 -3.83022 1.16898
H -5.26340 -1.35901 1.18697
H -6.03282 0.96407 0.95044
H -4.62044 2.84220 1.78548
H -2.51459 2.34154 2.89994
H -1.77124 -0.00079 3.19401
H -1.31413 -0.57678 0.40361
C 11.23468 -0.64779 -2.46124
O 10.80378 -1.95238 -2.11859
C 10.98885 -2.26771 -0.74185
C 9.64902 -2.44843 -0.05498
N 8.95183 -1.17289 0.07181
C 7.56790 -1.29841 0.52240
C 6.58092 -1.99214 -0.41521
O 6.33029 -1.27606 -1.61360
C 7.22557 -1.54997 -2.67729
H 11.14332 -0.54065 -3.54124
H 10.61027 0.11435 -1.98338
H 12.28119 -0.49418 -2.18225
H 11.59691 -1.51628 -0.23046
H 11.53060 -3.21749 -0.70300
H 9.80928 -2.87126 0.94074
H 9.06661 -3.16609 -0.64734
H 8.95638 -0.70750 -0.82669
H 7.20216 -0.28164 0.69481
H 7.55524 -1.80663 1.49158
H 5.62205 -2.04121 0.10665
H 6.86011 -3.03033 -0.62673
H 7.59595 -2.57764 -2.65080
H 8.06653 -0.85110 -2.67217
H 6.68563 -1.40307 -3.61366
C -8.06045 0.32948 -5.24220
O -8.74543 1.54547 -5.00162
C -10.13114 1.37064 -4.72261
C -10.43897 1.77699 -3.29439
N -9.87052 0.82379 -2.34697
C -9.93618 1.26231 -0.95521
C -9.10424 2.48177 -0.56175
O -7.70431 2.26893 -0.63202
C -7.12158 2.52803 -1.89864
H -7.04189 0.57511 -5.53941
H -8.01846 -0.28748 -4.33851
H -8.53407 -0.23429 -6.05114
H -10.46058 0.34713 -4.92199
H -10.67816 2.03446 -5.39882
H -11.52322 1.81710 -3.15733
H -10.03208 2.78513 -3.14147
H -8.90099 0.66288 -2.58778
H -9.59843 0.42072 -0.34466
H -10.98222 1.44418 -0.68985
H -9.31911 2.69101 0.49029
H -9.39077 3.38429 -1.11325
H -7.64423 3.32046 -2.43965
H -7.08752 1.62056 -2.50725
H -6.09133 2.84583 -1.73228
```

Calculated values
Orbital gap: 8.51 eV
LUMO: -0.2 eV
SMILES: [H]/N=C(/N)NCCCCc1cnc2ccc(COc3ccccc3)cc2n1.COCCNCCOC.COCCNCCOC
Spin multiplicity: 1
Electronic energy: -2010.50192 Ha



Record 4
Below is 2 unconnected molecules or ions with the total composition C32H54BN4O7S at a distorted geometry, with properties calculated with wB97M-V/def2-TZVPD.

The geometry in XYZ format:
```
99
C32H54BN4O7S wB97M-V/def2-TZVPD
C -5.61234 2.14025 1.36296
C -5.33240 1.21132 0.14059
C -4.16199 1.78313 -0.68754
C -3.56035 0.77747 -1.69929
C -2.14715 1.38289 -1.98141
C -1.96800 2.85306 -2.15310
C -1.14881 3.56299 -1.29016
C -1.03764 4.91341 -1.57667
C -1.73604 5.39492 -2.66415
N -2.54409 4.72496 -3.46702
C -2.65892 3.43105 -3.20113
N -1.23747 0.48060 -2.03672
C 0.17748 0.82602 -2.23621
C 0.98267 0.89836 -0.88138
C 0.12414 0.71803 0.39591
S 1.06262 1.35821 1.80556
O 2.06405 0.39767 2.11904
O 0.14422 1.53185 2.89254
O 1.65115 2.78649 1.42094
C -1.78684 -0.89483 -1.88286
C -0.80057 -1.96327 -1.34884
C -1.37928 -2.88758 -0.26411
C -0.29751 -3.76069 0.39318
N 0.70914 -4.22737 -0.56031
C 1.81056 -4.91419 0.18863
C 2.80202 -3.83468 0.57589
C 2.82862 -3.29639 1.83615
C 3.71589 -2.28387 2.14855
C 4.55617 -1.84190 1.16039
C 4.54832 -2.40440 -0.09178
C 3.67489 -3.41010 -0.41368
O 3.65037 -3.98210 -1.65766
C -2.08806 -1.37068 -3.34160
O -1.03635 -1.01842 -4.22007
C -0.44077 -2.11459 -4.90922
C 1.03920 -1.73992 -5.17858
C -3.08160 -0.61480 -1.11614
B -4.32759 -1.61044 -1.31689
N -4.74708 -2.39798 -0.13356
O -4.97691 -1.71724 -2.53626
H -6.58896 2.62503 1.29465
H -5.51618 1.61416 2.31305
H -4.87199 2.94855 1.34983
H -4.97102 0.26891 0.57870
H -6.23587 1.02449 -0.44416
H -4.56056 2.62268 -1.26783
H -3.39723 2.11797 0.02146
H -4.15612 0.73142 -2.61644
H -0.63369 3.10927 -0.45674
H -0.40672 5.55758 -0.97678
H -1.60895 6.45486 -2.88983
H -3.29504 2.80650 -3.82581
H 0.29919 1.70711 -2.86192
H 0.60335 -0.01226 -2.79185
H 1.72814 0.10010 -0.86856
H 1.45398 1.88438 -0.86421
H -0.08831 -0.31855 0.65644
H -0.80346 1.29606 0.40346
H 1.23200 3.41352 2.03615
H -0.50771 -2.60406 -2.18004
H 0.14179 -1.55060 -0.96897
H -2.09453 -3.57104 -0.75421
H -1.95766 -2.33635 0.48421
H 0.13805 -3.17471 1.20863
H -0.79724 -4.64194 0.82785
H 0.25403 -4.91770 -1.15393
H 1.35564 -5.39351 1.06756
H 2.26172 -5.68411 -0.44011
H 2.12611 -3.69501 2.56498
H 3.69423 -1.88055 3.15444
H 5.23979 -1.02736 1.38101
H 5.23855 -2.04681 -0.85208
H 2.74203 -3.92924 -1.98471
H -2.27834 -2.45127 -3.36751
H -3.00808 -0.91228 -3.73001
H -0.44828 -3.04836 -4.33643
H -0.89352 -2.28653 -5.89331
H 1.72958 -2.22010 -4.47941
H 1.34447 -1.95222 -6.20451
H 1.12972 -0.65719 -5.03517
H -2.91427 -0.34639 -0.06560
H -5.74483 -2.26795 0.03211
H -4.63232 -3.39635 -0.30839
H -4.92159 -2.64832 -2.79592
C 5.66197 2.44960 6.85255
C 5.41929 3.49134 5.77370
O 5.24418 2.94478 4.47749
C 4.15738 2.05181 4.31473
C 2.80285 2.66706 4.62255
H 6.53724 1.84552 6.60841
H 5.82770 2.93478 7.81503
H 4.81493 1.77114 6.96441
H 6.28913 4.14524 5.70811
H 4.56890 4.13109 6.03505
H 4.31609 1.14690 4.91172
H 4.17896 1.74078 3.26981
H 2.72414 2.99194 5.66053
H 2.01084 1.94417 4.43948
H 2.63279 3.54478 3.99239
```

Calculated values
Orbital gap: 7.30 eV
LUMO: -3.4 eV
Net charge: +1
Spin multiplicity: 1
Electronic energy: -2420.24465 Ha